Entry 1:
Here is a molecular structure, C5H7NO in a non-equilibrium geometry from OMol25. Energies are from ωB97M-V with the def2-TZVPD basis set.

Structure (XYZ):
```
14
C5H7NO, DFT ωB97M-V with the def2-TZVPD basis set
C 0.252 0.556 -2.176
C 0.334 1.032 1.519
C -0.559 0.041 1.534
C 0.931 -0.798 -1.987
C -0.494 -1.293 -1.702
N -0.943 -0.009 -1.824
O 0.611 1.645 -2.638
H 0.346 1.919 2.201
H 1.052 1.241 0.689
H -1.431 0.096 2.113
H 1.621 -1.121 -2.823
H 1.506 -0.836 -1.042
H -0.404 -0.809 0.895
H -1.795 0.465 -1.991
```

Values from the calculation:
strongest force on any atom = 5.016 eV/Å
HOMO level = -9.57 eV
total energy = -324.55795 a.u.
LUMO energy = 0.0 eV
ΔE to the lowest compared entry with this formula, charge and spin = 104.49 kcal/mol

Here are the Löwdin charges for atoms 1 to 6, given in e: -0.4801 -0.0764 -0.0701 -0.1118 0.0440 0.0776

Entry 2:
Here is a single C7H8N2O2 molecule in a non-equilibrium geometry from OMol25. Energies are from ωB97M-V with the def2-TZVPD basis set.

Structure (XYZ):
```
19
C7H8N2O2, DFT ωB97M-V with the def2-TZVPD basis set
C 2.019 0.543 -0.459
C 0.619 0.140 -0.226
C 0.107 -1.165 -0.390
C -1.245 -1.482 -0.250
C -2.139 -0.456 0.036
C -1.675 0.849 0.175
C -0.335 1.148 0.034
H 3.758 -1.411 1.130
H 2.125 -1.318 1.150
H 2.156 1.541 -0.903
H 0.816 -1.983 -0.590
H -1.625 -2.495 -0.438
H -3.968 0.034 0.339
H -2.369 1.675 0.339
H -0.585 3.007 0.250
N 2.939 -1.293 0.545
N 3.079 -0.082 -0.124
O -3.456 -0.775 0.156
O 0.140 2.415 0.127
```

Values from the calculation:
SMILES = N/N=C\c1ccc(O)cc1O
strongest force on any atom = 1.108 eV/Å
HOMO level = -8.15 eV
total energy = -531.49680 a.u.
LUMO energy = 0.5 eV
ΔE to the lowest compared entry with this formula, charge and spin = 39.07 kcal/mol

Here are the Löwdin charges for atoms 1 to 6, given in e: -0.1426 -0.1522 -0.0303 -0.0191 -0.3252 0.0320

Entry 3:
Here is a molecular structure, C47H61BrF22N3O23P2 in a non-equilibrium geometry from OMol25. Energies are from ωB97M-V with the def2-TZVPD basis set.

Structure (XYZ):
```
159
C47H61BrF22N3O23P2, DFT ωB97M-V with the def2-TZVPD basis set
C 2.573 -1.784 0.728
P 2.937 -0.292 -0.316
O 4.025 -0.887 -1.407
C 1.401 0.311 -1.247
Br 2.228 1.767 -2.377
C 0.504 1.098 -0.205
C 0.230 2.575 -0.626
O -0.651 2.812 -1.405
N 1.036 3.591 0.028
C 1.358 4.673 -0.841
O 0.616 5.381 -1.439
F 2.680 4.923 -0.930
C -0.890 0.500 0.132
C -0.837 -0.211 1.528
C -1.353 0.773 2.632
O -2.754 0.822 2.744
N -1.520 -0.293 -0.960
C -2.878 -0.851 -0.602
C -3.742 -1.099 -1.842
C -4.316 0.177 -2.476
C -4.947 0.016 -3.711
C -5.527 1.094 -4.338
C -5.507 2.365 -3.749
C -4.857 2.504 -2.542
C -4.263 1.430 -1.884
C -0.632 -1.294 -1.575
O -0.247 -2.263 -0.643
C 0.601 -0.607 -2.257
O 0.152 0.314 -3.294
C -0.739 -0.186 -4.120
N -1.534 -0.724 -4.780
P 1.551 -1.961 -3.127
O 2.613 -1.467 -3.993
O 2.218 -3.031 -2.086
O 0.538 -2.878 -4.023
H 2.960 -2.713 0.295
H 3.195 -1.608 1.626
H 1.541 -1.841 1.088
H 4.787 -0.296 -1.445
H 1.118 1.174 0.710
H 0.506 3.932 0.829
H -1.569 1.354 0.289
H -1.340 -1.185 1.564
H 0.210 -0.393 1.815
H -0.887 1.754 2.398
H -0.878 0.428 3.560
H -3.093 1.006 1.861
H -1.731 0.383 -1.718
H -2.710 -1.806 -0.093
H -3.401 -0.130 0.034
H -3.265 -1.688 -2.637
H -4.605 -1.696 -1.500
H -4.988 -0.976 -4.165
H -6.022 1.005 -5.305
H -5.993 3.196 -4.253
H -4.834 3.500 -2.095
H -3.775 1.595 -0.921
H -1.222 -1.864 -2.312
H -0.364 -3.127 -1.057
H 2.052 -3.936 -2.380
H 1.039 -3.616 -4.400
C -0.210 8.064 -3.243
C -0.680 9.501 -3.163
O -1.811 9.724 -4.026
C -2.987 9.331 -3.555
O -3.173 8.812 -2.494
C -4.095 9.673 -4.556
F -3.768 9.336 -5.808
F -4.354 10.989 -4.562
F -5.237 9.045 -4.264
H 0.000 7.787 -4.277
H 0.692 7.921 -2.649
H -0.974 7.379 -2.877
H 0.106 10.168 -3.512
H -0.918 9.790 -2.139
C -6.909 10.326 -2.226
C -8.389 10.014 -2.282
O -8.916 9.754 -0.968
C -9.190 10.824 -0.228
O -9.033 11.959 -0.564
C -9.782 10.392 1.119
F -9.083 9.391 1.674
F -11.044 9.962 0.973
F -9.801 11.393 1.995
H -6.368 9.526 -1.717
H -6.508 10.445 -3.224
H -6.722 11.245 -1.668
H -8.554 9.107 -2.861
H -8.951 10.814 -2.766
C 8.958 -3.957 3.814
C 8.514 -2.519 3.961
O 7.329 -2.282 3.170
C 6.177 -2.670 3.688
O 6.021 -3.193 4.750
C 5.044 -2.317 2.720
F 5.352 -2.662 1.462
F 4.794 -0.993 2.718
F 3.905 -2.939 3.034
H 9.091 -4.203 2.760
H 9.898 -4.128 4.339
H 8.212 -4.645 4.213
H 9.282 -1.853 3.574
H 8.347 -2.252 4.995
C 5.515 -3.439 -3.182
C 7.011 -3.658 -3.299
O 7.576 -4.052 -2.035
C 7.435 -5.332 -1.706
O 6.882 -6.160 -2.366
C 8.119 -5.608 -0.362
F 7.815 -4.671 0.548
F 9.453 -5.622 -0.486
F 7.762 -6.784 0.148
H 5.292 -2.722 -2.391
H 5.108 -3.066 -4.122
H 5.002 -4.368 -2.928
H 7.500 -2.726 -3.574
H 7.252 -4.390 -4.069
C -6.193 -6.834 -1.611
C -6.334 -5.702 -0.617
O -5.147 -5.577 0.201
C -4.127 -4.946 -0.340
O -4.094 -4.470 -1.441
C -2.972 -4.858 0.661
F -2.736 -6.016 1.274
F -3.225 -3.952 1.620
F -1.828 -4.487 0.062
H -5.946 -7.759 -1.109
H -7.120 -6.970 -2.168
H -5.390 -6.635 -2.323
H -7.153 -5.907 0.066
H -6.557 -4.756 -1.112
C 11.931 3.330 4.303
C 11.719 3.171 5.794
O 10.606 2.299 6.070
C 10.853 0.998 5.985
O 11.902 0.505 5.701
C 9.595 0.202 6.349
F 8.498 0.681 5.743
F 9.358 0.238 7.665
F 9.702 -1.085 6.001
H 11.013 3.670 3.822
H 12.723 4.052 4.105
H 12.205 2.382 3.841
H 11.469 4.133 6.237
H 12.619 2.809 6.292
C -5.021 -9.740 5.046
C -4.890 -8.627 4.028
O -5.548 -8.973 2.794
C -6.866 -8.811 2.772
O -7.532 -8.412 3.678
C -7.414 -9.174 1.388
F -6.907 -10.323 0.928
F -7.112 -8.219 0.481
F -8.736 -9.308 1.390
H -4.653 -10.680 4.633
H -4.455 -9.503 5.946
H -6.062 -9.898 5.325
H -3.840 -8.473 3.781
H -5.274 -7.682 4.412
```

Values from the calculation:
strongest force on any atom = 4.005 eV/Å
HOMO level = -11.46 eV
total energy = -9175.99316 a.u.
LUMO energy = -2.9 eV
net charge = +1

Here are the Löwdin charges for atoms 1 to 6, given in e: -0.2293 0.9019 -0.3193 -0.6572 0.9701 -0.2086

Entry 4:
Here is a single C7H14N2O3 molecule in a non-equilibrium geometry from OMol25. Energies are from ωB97M-V with the def2-TZVPD basis set.

Structure (XYZ):
```
26
C7H14N2O3, DFT ωB97M-V with the def2-TZVPD basis set
C -0.231 0.760 -2.610
C -1.173 -0.317 -2.131
C -1.116 -0.281 0.295
C -1.109 1.097 0.162
C 1.152 0.271 0.664
C 2.225 0.390 1.601
C 0.154 -0.608 1.252
H 0.419 0.387 -3.455
H -0.917 1.601 -2.930
H 0.605 1.083 -2.041
H -1.901 -1.596 -1.179
H -1.817 -0.677 1.170
H -1.487 1.385 -0.838
H -1.663 1.443 1.000
H 0.245 2.268 1.078
H 1.691 -0.319 -0.293
H 2.993 1.301 1.368
H 2.965 -0.480 1.492
H 2.346 1.481 3.046
H -0.050 -0.250 2.160
H 0.734 -1.976 0.237
N -1.023 -1.009 -0.830
N 0.335 1.553 0.217
O -1.967 -0.980 -3.027
O 1.521 0.774 2.733
O 0.601 -1.960 1.305
```

Values from the calculation:
SMILES = CC(=O)N[C@@H]1CN[C@@H](CO)[C@@H]1O
strongest force on any atom = 8.997 eV/Å
HOMO level = -9.23 eV
total energy = -610.11586 a.u.
LUMO energy = 0.3 eV
ΔE to the lowest compared entry with this formula, charge and spin = 181.77 kcal/mol

Here are the Löwdin charges for atoms 1 to 6, given in e: -0.0391 -0.3272 -0.3842 -0.1989 -0.3242 -0.3266

Entry 5:
Here is 2 unconnected molecules or ions with the total composition C3H9NO2PS in a non-equilibrium geometry from OMol25. Energies are from ωB97M-V with the def2-TZVPD basis set.

Structure (XYZ):
```
17
C3H9NO2PS, DFT ωB97M-V with the def2-TZVPD basis set
C 1.664 2.076 -0.484
C -3.331 -1.767 0.665
C 1.753 0.810 0.380
N 1.415 -0.302 -0.348
O -0.404 -2.236 -0.691
O -0.682 -0.397 1.055
P -0.193 -0.821 -0.299
S -4.910 -1.478 0.471
H 2.551 2.189 -1.188
H 0.887 2.151 -1.218
H 1.725 2.917 0.163
H -1.029 -0.151 -1.285
H -2.883 -2.509 1.395
H -2.450 -1.168 0.268
H 2.755 0.630 0.771
H 1.001 0.793 1.180
H 2.131 -0.737 -0.832
```

Values from the calculation:
strongest force on any atom = 3.279 eV/Å
HOMO level = -5.01 eV
total energy = -1064.55288 a.u.
LUMO energy = 3.4 eV
ΔE to the lowest compared entry with this formula, charge and spin = 28.41 kcal/mol
net charge = -1

Here are the Löwdin charges for atoms 1 to 6, given in e: -0.1065 -0.6099 -0.3824 -0.1741 -0.4355 -0.4309

Entry 6:
Here is a molecular structure, C50H40Br2FeN3OP2Se in a non-equilibrium geometry from OMol25. Energies are from ωB97M-V with the def2-TZVPD basis set.

Structure (XYZ):
```
100
C50H40Br2FeN3OP2Se, DFT ωB97M-V with the def2-TZVPD basis set
Fe 1.374 -1.755 0.023
C -0.905 6.007 0.677
C -1.309 4.633 0.177
C -2.645 4.730 -0.619
C -1.559 3.744 1.379
C -2.373 4.289 2.420
C -2.607 3.526 3.534
C -2.128 2.206 3.618
C -1.587 1.564 2.486
P -1.925 -0.181 2.383
C -1.795 -0.666 4.104
C -0.607 -0.326 4.833
C -0.292 -0.867 6.064
C -1.296 -1.635 6.704
C -2.443 -1.959 5.980
C -2.724 -1.501 4.711
C -3.681 -0.186 1.966
C -3.937 -0.546 0.656
C -5.208 -0.802 0.242
C -6.299 -0.522 1.060
C -6.107 -0.136 2.410
C -4.770 -0.051 2.877
C -1.066 2.419 1.458
O -0.051 1.949 0.614
C 0.187 2.654 -0.581
C 1.202 2.166 -1.448
C 1.612 2.873 -2.569
C 1.136 4.151 -2.798
C 0.235 4.716 -1.917
C -0.315 3.974 -0.841
P 1.947 0.491 -1.292
C 2.145 -0.029 -3.031
C 1.156 0.241 -4.023
C 1.388 -0.039 -5.359
C 2.619 -0.582 -5.778
C 3.583 -0.878 -4.837
C 3.287 -0.691 -3.426
C 3.587 0.867 -0.674
C 4.694 1.150 -1.506
C 5.959 1.179 -0.922
C 6.090 1.072 0.455
C 4.984 0.990 1.298
C 3.727 0.885 0.699
H -1.749 6.483 1.178
H -0.730 6.652 -0.225
H 0.006 6.039 1.346
H -3.334 5.423 -0.079
H -3.185 3.818 -0.722
H -2.453 5.209 -1.657
H -2.686 5.321 2.323
H -3.162 3.961 4.378
H -2.294 1.540 4.450
H 0.009 0.436 4.366
H 0.462 -0.404 6.684
H -1.190 -2.034 7.711
H -3.274 -2.283 6.586
H -3.643 -1.781 4.219
H -3.165 -0.481 -0.175
H -5.368 -1.169 -0.729
H -7.273 -0.554 0.558
H -6.980 0.004 3.064
H -4.494 0.434 3.828
H 2.382 2.420 -3.256
H 1.575 4.775 -3.544
H -0.154 5.743 -2.037
H 0.184 0.701 -3.718
H 0.578 0.155 -6.056
H 2.864 -0.847 -6.824
H 4.483 -1.349 -5.168
H 4.077 -0.936 -2.669
H 4.528 1.404 -2.570
H 6.898 1.307 -1.489
H 7.032 1.286 0.957
H 5.138 0.937 2.377
H 2.827 0.699 1.264
Br -3.061 -1.524 -3.365
C -2.036 -2.394 -2.023
C -2.435 -3.657 -1.470
C -1.646 -4.255 -0.452
C -0.594 -3.547 0.072
N -0.351 -2.297 -0.400
C -0.944 -1.782 -1.510
H -3.237 -4.126 -1.984
H -1.760 -5.207 0.025
H -0.011 -3.967 0.894
H -0.603 -0.818 -1.888
Se 3.785 -2.962 0.337
N 2.544 -2.810 -1.096
C 2.498 -4.101 -1.700
C 1.673 -4.360 -2.804
C 1.536 -5.673 -3.147
C 2.519 -6.612 -2.763
C 3.424 -6.328 -1.744
C 3.371 -5.066 -1.102
N 4.075 -4.712 -0.032
H 1.079 -3.611 -3.254
H 0.852 -6.024 -3.907
H 2.347 -7.546 -3.299
H 4.076 -7.095 -1.313
Br 1.708 -1.558 2.356
```

Values from the calculation:
multiplicity = 5
strongest force on any atom = 4.141 eV/Å
HOMO level (spin up / spin down) = -9.61 / -9.61 eV
total energy = -11664.41665 a.u.
LUMO energy (spin up / spin down) = -4.3 / -4.5 eV
net charge = +1
<S²> = 6.025

Here are the Löwdin charges for atoms 1 to 6, given in e: 0.1595 -0.0407 -0.4445 -0.0180 -0.0940 -0.0188

Entry 7:
Here is 9 unconnected molecules or ions with the total composition H18O9 from OMol25. Energies are from ωB97M-V with the def2-TZVPD basis set.

Structure (XYZ):
```
27
H18O9, DFT ωB97M-V with the def2-TZVPD basis set
O 2.796 3.126 -0.121
H 2.598 3.710 -0.853
H 2.298 2.330 -0.307
O 1.772 1.277 -1.743
H 1.331 1.426 -2.579
H 2.363 0.543 -1.910
O 1.728 -3.042 0.567
H 1.101 -2.632 1.164
H 2.584 -2.851 0.950
O -0.584 -1.381 -2.213
H -0.873 -1.545 -1.315
H 0.049 -2.076 -2.392
O -0.157 -0.016 0.448
H 0.506 -0.028 -0.242
H -0.584 0.836 0.357
O -3.450 -1.173 -0.601
H -3.847 -1.240 0.267
H -3.095 -0.285 -0.635
O -2.175 2.430 -0.195
H -2.693 2.234 0.586
H -1.694 3.227 0.030
O 2.020 0.429 2.376
H 1.500 0.060 1.661
H 2.031 1.370 2.203
O -1.761 -2.624 1.537
H -1.179 -1.931 1.224
H -2.583 -2.175 1.736
```

Values from the calculation:
SMILES = O.O.O.O.O.O.O.O.O
strongest force on any atom = 0.959 eV/Å
HOMO level = -11.23 eV
total energy = -687.93569 a.u.
LUMO energy = -0.2 eV
ΔE to the lowest compared entry with this formula, charge and spin = 56.54 kcal/mol

Here are the Löwdin charges for atoms 1 to 6, given in e: -0.0679 0.0266 -0.0293 -0.0306 0.0685 0.0689